{"formula": "C21H67N5O10", "method": "ωB97M-V/def2-TZVPD", "elements": ["C", "C", "C", "O", "C", "N", "H", "H", "H", "H", "H", "H", "H", "H", "H", "H", "H", "C", "C", "C", "O", "C", "N", "H", "H", "H", "H", "H", "H", "H", "H", "H", "H", "H", "C", "C", "C", "O", "C", "N", "H", "H", "H", "H", "H", "H", "H", "H", "H", "H", "H", "C", "C", "C", "O", "C", "N", "H", "H", "H", "H", "H", "H", "H", "H", "H", "H", "H", "C", "C", "C", "O", "C", "N", "H", "H", "H", "H", "H", "H", "H", "H", "H", "H", "H", "O", "H", "H", "O", "H", "H", "O", "H", "H", "O", "H", "H", "C", "O", "H", "H", "H", "H"], "positions_angstrom": [[0.865, -2.259, -4.643], [2.265, -1.950, -5.082], [2.273, -0.689, -5.940], [1.743, -0.805, -7.210], [1.717, 0.348, -8.041], [3.078, -1.720, -3.910], [0.945, -3.174, -4.056], [0.148, -2.560, -5.407], [0.257, -1.555, -4.075], [2.593, -2.743, -5.754], [3.302, -0.334, -6.006], [1.774, 0.159, -5.471], [1.145, -0.020, -8.892], [2.657, 0.517, -8.567], [1.304, 1.321, -7.776], [3.615, -2.575, -3.944], [2.354, -1.912, -3.232], [1.022, 5.113, -1.646], [1.267, 4.630, -0.165], [2.450, 3.559, -0.170], [2.850, 3.191, 1.125], [3.919, 2.312, 1.235], [1.698, 5.860, 0.541], [0.155, 5.774, -1.640], [0.925, 4.297, -2.363], [1.912, 5.631, -2.002], [0.321, 4.261, 0.232], [3.349, 3.958, -0.638], [2.080, 2.690, -0.714], [4.853, 2.708, 0.837], [3.800, 1.468, 0.556], [4.162, 2.039, 2.262], [2.702, 5.776, 0.474], [1.524, 5.732, 1.527], [-1.645, 0.962, -5.322], [-1.510, 2.354, -4.753], [-0.174, 3.014, -5.040], [0.922, 2.402, -4.480], [2.169, 3.031, -4.664], [-2.584, 3.096, -5.289], [-0.707, 0.467, -5.072], [-1.949, 0.854, -6.363], [-2.334, 0.348, -4.742], [-1.700, 2.311, -3.680], [-0.072, 4.034, -4.668], [-0.006, 2.983, -6.117], [2.983, 2.608, -4.076], [2.182, 4.109, -4.502], [2.481, 2.861, -5.695], [-3.396, 2.584, -4.974], [-2.689, 3.099, -6.293], [-1.118, -0.785, 2.434], [0.358, -0.797, 1.903], [0.612, 0.027, 0.648], [-0.113, -0.483, -0.490], [-0.145, 0.410, -1.602], [1.299, -0.544, 2.973], [-1.761, -0.787, 1.554], [-1.410, 0.064, 3.053], [-1.311, -1.727, 2.948], [0.736, -1.790, 1.662], [1.688, 0.055, 0.476], [0.241, 1.033, 0.841], [-0.700, 1.333, -1.437], [-0.640, -0.131, -2.408], [0.812, 0.631, -2.074], [1.217, 0.340, 3.455], [1.114, -1.313, 3.600], [-2.944, -1.084, 5.579], [-2.979, -2.434, 6.280], [-4.244, -3.275, 6.154], [-5.182, -2.455, 6.874], [-6.402, -3.046, 7.140], [-1.979, -3.276, 5.691], [-3.624, -0.462, 6.161], [-3.186, -1.198, 4.522], [-2.064, -0.444, 5.511], [-2.719, -2.271, 7.326], [-4.178, -4.271, 6.593], [-4.612, -3.476, 5.148], [-6.356, -3.667, 8.035], [-6.786, -3.687, 6.347], [-7.089, -2.211, 7.278], [-1.170, -2.671, 5.697], [-1.748, -4.099, 6.230], [-4.074, -1.839, 1.920], [-4.702, -1.424, 1.329], [-3.230, -1.457, 1.679], [3.983, -0.224, 3.463], [3.674, 0.225, 4.250], [3.249, -0.780, 3.201], [1.862, -2.683, -1.334], [0.966, -2.422, -1.124], [2.363, -2.479, -0.544], [-3.296, -4.127, 3.157], [-3.534, -3.349, 2.653], [-3.103, -3.794, 4.034], [1.771, -3.131, 6.140], [0.694, -2.191, 5.945], [2.300, -3.502, 5.262], [2.491, -2.604, 6.768], [1.374, -4.058, 6.554], [0.600, -1.836, 6.832]], "total_charge": 1, "lumo_ev": [-2.489, -8.796], "gap_ev": [7.99, 1.68], "s2": 0.7544, "spin_multiplicity": 2, "fmax_ev_per_a": 3.339}


{"formula": "C21H68N4O13", "method": "ωB97M-V/def2-TZVPD", "elements": ["C", "C", "O", "H", "H", "H", "H", "H", "H", "C", "C", "O", "H", "H", "H", "H", "H", "H", "C", "C", "O", "H", "H", "H", "H", "H", "H", "C", "C", "O", "H", "H", "H", "H", "H", "H", "C", "C", "O", "H", "H", "H", "H", "H", "H", "C", "C", "O", "H", "H", "H", "H", "H", "H", "C", "C", "O", "H", "H", "H", "H", "H", "H", "C", "C", "O", "H", "H", "H", "H", "H", "H", "C", "O", "N", "N", "H", "H", "H", "H", "C", "O", "N", "N", "H", "H", "H", "H", "C", "O", "H", "H", "H", "H", "C", "O", "H", "H", "H", "H", "C", "O", "H", "H", "H", "H"], "positions_angstrom": [[9.196, 12.463, -11.753], [9.714, 11.266, -12.486], [9.453, 10.005, -11.841], [8.114, 12.387, -11.844], [9.611, 13.346, -12.299], [9.560, 12.345, -10.799], [10.793, 11.306, -12.507], [9.356, 11.253, -13.473], [9.694, 9.373, -12.497], [8.135, 10.421, -7.052], [8.437, 11.258, -8.284], [7.472, 11.040, -9.296], [7.369, 10.800, -6.434], [9.028, 10.407, -6.413], [7.849, 9.442, -7.322], [9.392, 11.139, -8.695], [8.319, 12.303, -8.029], [7.668, 10.531, -10.080], [10.846, 7.014, -11.530], [11.616, 7.595, -12.738], [10.707, 8.290, -13.679], [10.047, 6.365, -11.923], [10.433, 7.822, -10.950], [11.493, 6.417, -10.961], [12.275, 6.915, -13.302], [12.291, 8.385, -12.324], [11.246, 8.692, -14.331], [7.516, 7.348, -13.329], [7.427, 5.851, -13.371], [6.818, 5.471, -12.183], [7.852, 7.717, -14.333], [8.180, 7.788, -12.604], [6.461, 7.677, -13.188], [8.352, 5.341, -13.657], [6.780, 5.703, -14.250], [7.483, 5.207, -11.632], [11.778, 11.073, -9.763], [13.109, 10.587, -10.233], [13.080, 10.535, -11.642], [10.985, 10.455, -10.071], [11.654, 12.139, -10.108], [11.771, 10.959, -8.694], [13.192, 9.668, -9.693], [13.930, 11.333, -9.946], [13.811, 9.956, -11.779], [6.719, 14.020, -9.732], [6.035, 14.215, -8.434], [4.654, 14.485, -8.758], [6.397, 13.190, -10.249], [7.821, 13.870, -9.655], [6.649, 14.841, -10.377], [6.602, 14.869, -7.820], [6.169, 13.279, -7.957], [4.227, 13.700, -9.127], [7.071, 14.334, -15.492], [8.265, 14.112, -14.703], [9.171, 15.155, -14.808], [6.444, 13.428, -15.352], [7.114, 14.357, -16.567], [6.425, 15.094, -15.187], [8.820, 13.200, -15.023], [7.987, 14.048, -13.661], [10.012, 14.718, -14.720], [6.232, 10.475, -12.526], [5.666, 11.741, -13.075], [4.428, 12.136, -12.493], [6.659, 10.423, -11.550], [7.151, 10.215, -13.089], [5.528, 9.600, -12.582], [5.454, 11.697, -14.123], [6.449, 12.600, -13.042], [3.719, 11.985, -13.130], [9.693, 15.244, -8.339], [8.996, 15.107, -7.120], [10.747, 14.607, -8.621], [9.203, 16.017, -9.261], [11.152, 13.891, -7.969], [11.211, 14.472, -9.587], [8.321, 16.489, -9.016], [9.243, 15.857, -10.326], [12.408, 14.587, -11.819], [11.655, 15.569, -12.498], [12.566, 14.680, -10.571], [12.622, 13.425, -12.309], [12.554, 15.645, -10.243], [12.940, 14.007, -9.909], [12.382, 13.355, -13.312], [12.861, 12.557, -11.773], [7.870, 10.480, -16.001], [7.197, 9.300, -16.254], [8.717, 10.267, -15.311], [7.091, 11.050, -15.585], [8.189, 11.090, -16.841], [6.285, 9.485, -16.181], [7.655, 16.755, -12.003], [8.682, 15.868, -11.883], [7.935, 17.765, -12.176], [7.099, 16.681, -11.087], [6.954, 16.621, -12.833], [8.889, 15.801, -12.819], [12.537, 10.477, -15.319], [11.205, 10.574, -15.515], [13.126, 10.650, -16.217], [12.800, 9.469, -15.075], [12.977, 11.148, -14.580], [10.869, 9.994, -16.207]], "e_above_lowest_kj_mol": 344.5, "lumo_ev": -0.260, "gap_ev": 8.00, "spin_multiplicity": 1, "fmax_ev_per_a": 9.926}